Formula: C5H13NS
Source: OMol25
Level of theory: ωB97M-V/def2-TZVPD

```
20
Properties=species:S:1:pos:R:3:forces:R:3
C -1.57548 -0.15376 -0.83337 1.0 1.4 -0.5
C -2.25428 -0.47613 0.46909 0.8 -0.4 0.5
H 3.56101 0.50370 1.42717 0.3 0.5 0.0
H 2.76269 -0.10349 -0.67143 0.2 -0.1 -0.1
N 2.08805 0.06711 0.05763 -0.1 0.8 0.3
H 2.76191 2.01679 0.72728 0.5 0.1 -0.2
H 0.15425 -1.47359 -0.46472 0.1 0.0 0.1
H 0.34046 1.28442 0.10936 0.2 -0.3 0.5
H -3.49413 -2.29819 1.22098 -0.3 -0.3 0.2
C 2.65901 0.98227 1.05906 -0.8 -0.9 0.0
H -3.27207 -0.10343 0.47786 -0.1 -0.1 0.1
C 0.87029 0.58533 -0.54402 -0.4 -0.2 -0.6
H 1.95472 1.01516 1.89279 0.0 0.0 0.1
S -2.22788 -2.27494 0.83305 -0.1 0.0 -0.3
H -1.48676 0.94328 -0.89933 -0.6 0.0 0.1
H -2.20199 -0.39020 -1.69318 0.1 -0.6 0.1
H 0.08232 -0.71963 -2.05251 0.1 -0.2 0.1
H 1.04758 1.19767 -1.44335 0.3 0.0 0.1
C -0.06901 -0.54380 -0.98461 -1.2 -0.2 -0.4
H -1.70069 -0.05858 1.31224 -0.1 0.4 -0.2
```
Forces are in eV/Å.

Results
Lowest unoccupied orbital energy = 1.0 eV
Charge = 0
Structure (SMILES) = CNCCCCS
Maximum force = 1.8 eV/Å
M = 119.2 g/mol

natural (NBO) atomic charge list, values in e, 2 entries: -0.41, -0.50